1.
{
  "formula": "C4H8",
  "method": "the ωB97M-V functional and the def2-TZVPD basis",
  "species": ["C", "C", "C", "C", "H", "H", "H", "H", "H", "H", "H", "H"],
  "positions_angstrom": [[1.35733, -0.59935, 0.01187], [0.01599, 0.08619, 0.02342], [-1.30259, -0.71008, 0.01602], [-0.08528, 1.43582, -0.03321], [1.81870, -0.66406, 1.01501], [1.25790, -1.66795, -0.44073], [2.03136, -0.02712, -0.73539], [-1.03005, -1.78233, -0.07556], [-1.81846, -0.51400, 0.94020], [-1.86801, -0.54356, -0.88567], [0.77409, 2.08557, 0.14484], [-1.07818, 1.83799, -0.07128]],
  "homo_ev": -9.09,
  "smiles": "C=C(C)C",
  "charge": 0,
  "gap_ev": 10.238,
  "de_lowest_kcal_mol": 12.2
}

2.
{
  "formula": "C18H22MgO5",
  "method": "the ωB97M-V functional and the def2-TZVPD basis",
  "species": ["Mg", "O", "C", "O", "C", "C", "C", "C", "C", "O", "C", "C", "O", "O", "H", "H", "H", "H", "H", "H", "H", "H", "C", "C", "C", "C", "C", "C", "C", "C", "C", "C", "H", "H", "H", "H", "H", "H", "H", "H", "H", "H", "H", "H", "H", "H"],
  "positions_angstrom": [[-0.42069, 0.54450, -0.42735], [-0.68734, 4.03997, 0.90282], [-0.56058, 2.83714, 0.93887], [0.21712, 2.12734, 0.16795], [-1.32515, 2.02004, 2.00979], [-0.45953, 0.84513, 2.48614], [-1.04360, 0.20680, 3.74893], [-2.24023, -0.59127, 3.17966], [-2.18201, -0.21057, 1.70299], [-0.74073, -0.15834, 1.46195], [-2.60606, 1.25463, 1.49662], [-2.95577, 1.52203, 0.01839], [-3.90738, 2.21151, -0.27070], [-2.16410, 0.91277, -0.81942], [-1.57942, 2.70813, 2.81177], [0.60557, 1.05119, 2.51528], [-1.34248, 0.97125, 4.46399], [-0.31724, -0.44571, 4.23111], [-3.19498, -0.32159, 3.62683], [-2.09275, -1.66411, 3.29983], [-2.64323, -0.91890, 1.01933], [-3.48000, 1.50529, 2.09296], [3.96350, 0.39349, -2.48077], [3.28914, -0.10920, -1.20193], [4.12263, -1.23849, -0.59087], [1.84880, -0.53586, -1.44676], [1.07317, 0.04084, -2.46363], [-0.23076, -0.37406, -2.71300], [-0.82669, -1.39514, -1.96210], [-2.21809, -1.86317, -2.26669], [-0.08560, -1.92020, -0.90650], [1.22400, -1.50299, -0.65714], [5.01048, 0.61759, -2.27951], [3.50670, 1.30549, -2.86180], [3.92410, -0.36959, -3.26148], [3.26704, 0.72102, -0.48777], [4.08043, -2.13014, -1.22035], [3.79303, -1.50770, 0.41208], [5.16388, -0.92714, -0.51480], [1.49091, 0.81935, -3.08468], [-0.79153, 0.08617, -3.51585], [-2.93646, -1.13301, -1.88933], [-2.41694, -2.83096, -1.80828], [-2.36874, -1.94865, -3.34230], [-0.52015, -2.68965, -0.28058], [1.75775, -1.95521, 0.16629]],
  "homo_ev": -8.72,
  "charge": 0,
  "gap_ev": 8.838
}

3.
{
  "formula": "C28H74BN10O9",
  "method": "the ωB97M-V functional and the def2-TZVPD basis",
  "species": ["N", "C", "C", "C", "N", "N", "C", "N", "O", "B", "O", "O", "H", "H", "H", "H", "H", "H", "H", "H", "C", "C", "C", "O", "C", "N", "H", "H", "H", "H", "H", "H", "H", "H", "H", "H", "H", "C", "C", "C", "O", "C", "N", "H", "H", "H", "H", "H", "H", "H", "H", "H", "H", "H", "C", "C", "C", "O", "C", "N", "H", "H", "H", "H", "H", "H", "H", "H", "H", "H", "H", "C", "C", "C", "O", "C", "N", "H", "H", "H", "H", "H", "H", "H", "H", "H", "H", "H", "C", "C", "C", "O", "C", "N", "H", "H", "H", "H", "H", "H", "H", "H", "H", "H", "H", "C", "C", "C", "O", "C", "N", "H", "H", "H", "H", "H", "H", "H", "H", "H", "H", "H"],
  "positions_angstrom": [[-1.67261, 5.48733, -1.36028], [-1.61088, 4.26580, -1.67265], [-0.49541, 3.66416, -2.52872], [0.76873, 4.00667, -1.86211], [1.54408, 4.95801, -2.24000], [2.56289, 4.93688, -1.32762], [2.40240, 4.01636, -0.44683], [1.26919, 3.38254, -0.74848], [0.71589, 2.32626, -0.12506], [-0.27781, 2.65213, 0.86108], [-0.34638, 3.84208, 1.52150], [-1.08766, 1.64011, 1.14747], [-0.90105, 6.01391, -1.78074], [-2.37204, 3.59238, -1.28659], [-0.58238, 2.58167, -2.56252], [-0.50762, 4.02662, -3.54615], [3.32877, 5.60070, -1.37173], [3.04114, 3.78457, 0.38229], [-0.40901, 4.62523, 0.96363], [-1.81770, 1.93368, 1.70088], [-5.48470, 3.25942, -3.97865], [-4.32885, 2.29449, -3.73927], [-4.27491, 1.12897, -4.73887], [-5.21454, 0.10686, -4.49497], [-6.51382, 0.33571, -5.01836], [-4.38194, 1.82264, -2.35006], [-6.43725, 2.84520, -3.65191], [-5.32850, 4.18128, -3.41806], [-5.56831, 3.51958, -5.03507], [-3.39992, 2.86435, -3.86667], [-3.29539, 0.64917, -4.64540], [-4.35412, 1.48834, -5.77276], [-6.47563, 0.87262, -5.96970], [-7.13610, 0.88392, -4.30796], [-6.97523, -0.63613, -5.18605], [-3.55873, 1.25496, -2.16282], [-5.15155, 1.16245, -2.27861], [4.42971, -1.00295, -2.77962], [3.67636, -0.07379, -1.83543], [3.10506, -0.76629, -0.59012], [1.92928, -1.51016, -0.82419], [2.13634, -2.83197, -1.30244], [2.62032, 0.62066, -2.58272], [3.75614, -1.63657, -3.35520], [5.01073, -0.42183, -3.49500], [5.11954, -1.64551, -2.23078], [4.39190, 0.67673, -1.48213], [2.81210, 0.01555, 0.11994], [3.86085, -1.38157, -0.08693], [3.03508, -3.27981, -0.87134], [2.19640, -2.85316, -2.39238], [1.27382, -3.42726, -1.00466], [2.18615, 1.29979, -1.96586], [1.88036, -0.05484, -2.75738], [0.26029, -5.10415, 2.68173], [-0.87627, -4.56299, 3.54370], [-1.67627, -3.43723, 2.87322], [-1.03273, -2.17499, 2.87388], [-0.09473, -1.97796, 1.83501], [-0.33868, -4.15533, 4.84435], [1.11301, -4.42446, 2.65081], [0.62151, -6.05047, 3.08156], [-0.07342, -5.28386, 1.65691], [-1.57425, -5.38756, 3.71496], [-2.59657, -3.29232, 3.44595], [-1.97597, -3.71200, 1.85284], [-0.40387, -2.47015, 0.90872], [0.89808, -2.32857, 2.12843], [-0.02627, -0.90509, 1.64940], [-1.10704, -3.89209, 5.45635], [0.17570, -3.28960, 4.70764], [2.68010, -11.26699, 1.38942], [1.54268, -10.71886, 2.24513], [0.76137, -9.57840, 1.57525], [1.41760, -8.32325, 1.59017], [2.36646, -8.12999, 0.55933], [2.07696, -10.33090, 3.55341], [3.54026, -10.59793, 1.37271], [3.02464, -12.21948, 1.79048], [2.35511, -11.43411, 0.36034], [0.83306, -11.53594, 2.40368], [-0.16312, -9.42692, 2.13905], [0.46821, -9.84365, 0.55105], [2.05864, -8.61688, -0.37034], [3.35417, -8.49027, 0.85598], [2.44412, -7.05627, 0.38159], [1.30919, -10.06421, 4.16344], [2.60441, -9.47094, 3.42920], [-3.72535, -0.13597, 4.57216], [-4.71755, -1.28455, 4.72108], [-6.18714, -0.85632, 4.58737], [-6.71955, -0.21148, 5.72637], [-6.44896, 1.17422, 5.82179], [-4.45510, -1.97503, 5.98666], [-3.69017, 0.49925, 5.45725], [-2.71971, -0.53008, 4.41900], [-3.97577, 0.48965, 3.71125], [-4.51960, -1.99068, 3.90867], [-6.79029, -1.75891, 4.45827], [-6.34211, -0.24049, 3.69116], [-6.43842, 1.65133, 4.83731], [-5.50113, 1.35943, 6.33303], [-7.24270, 1.62421, 6.41710], [-5.04249, -2.80239, 6.04306], [-4.79376, -1.38081, 6.73861], [6.04083, 10.10832, -3.73084], [5.19847, 9.72785, -2.51809], [5.77295, 8.55263, -1.71278], [5.56741, 7.27290, -2.29730], [6.51315, 6.91145, -3.29560], [3.81976, 9.48262, -2.95601], [5.92185, 9.40198, -4.55225], [5.73822, 11.08534, -4.10431], [7.10039, 10.16107, -3.47441], [5.18556, 10.59095, -1.84733], [5.25478, 8.51855, -0.74972], [6.83638, 8.70157, -1.49392], [7.50721, 7.29907, -3.06447], [6.19820, 7.25977, -4.28041], [6.56273, 5.82310, -3.32680], [3.22902, 9.33553, -2.14146], [3.80331, 8.59181, -3.44569]],
  "homo_ev": -10.28,
  "charge": 1,
  "gap_ev": 6.907,
  "de_lowest_kcal_mol": 5.8
}

4.
{
  "formula": "ClH6NiO3",
  "method": "the ωB97M-V functional and the def2-TZVPD basis",
  "species": ["Ni", "Cl", "O", "H", "H", "O", "H", "H", "O", "H", "H"],
  "positions_angstrom": [[-1.14095, 1.43829, 2.29383], [-0.22964, 0.51734, 0.42516], [0.04792, 3.46034, -1.34635], [-0.89372, 3.65529, -1.37114], [0.13123, 2.65257, -0.83343], [-1.26307, -2.25878, -0.99352], [-1.79110, -2.51151, -0.22976], [-0.64029, -1.60255, -0.67090], [2.23519, -1.67127, 1.11702], [2.05654, -2.54735, 0.75994], [1.48790, -1.13236, 0.84915]],
  "spin_multiplicity": 3,
  "homo_ev": [-14.68, -14.67],
  "charge": 1,
  "gap_ev": [6.168, 4.220],
  "de_lowest_kcal_mol": 3.7
}